C22H34N2O5 | ωB97M-V/def2-TZVPD

Summary:
strongest force on any atom = 0.19 eV Å⁻¹
net charge = 0
total energy = -36583.6651 eV
ΔE to the lowest compared entry with this formula, charge and spin = 24.0 kJ/mol
orbital gap = 9.1 eV
highest occupied orbital energy = -0.311 Eh

Each line ends with the Löwdin charge.
Cartesian coordinates (Å):
C -0.02 -3.90 -6.44  -0.0872
C -0.59 -2.52 -6.09  -0.1940
C -1.94 -2.62 -5.42  -0.1691
C -3.12 -2.39 -6.10  -0.0390
C -4.36 -2.50 -5.49  -0.0965
C -4.42 -2.84 -4.15  -0.0909
C -3.25 -3.07 -3.43  -0.0212
C -2.02 -2.96 -4.06  -0.2211
O -0.83 -3.18 -3.43  -0.0447
C -0.83 -3.31 -2.03  -0.1917
C 0.63 -3.30 -1.57  -0.0591
C 1.11 -1.90 -1.27  -0.4611
O 1.78 -1.27 -2.07  0.0564
N 0.71 -1.35 -0.09  -0.0896
C 0.01 -2.08 0.96  -0.0274
C 1.12 0.00 0.24  -0.1110
C -0.02 1.00 -0.01  -0.3392
C -0.21 1.30 -1.48  -0.0335
N 0.23 2.24 0.72  0.0968
C 0.03 2.32 2.06  -0.4586
O -0.34 1.37 2.72  0.0729
C 0.26 3.71 2.65  -0.1399
O 0.30 3.72 4.05  -0.1121
C 1.47 3.11 4.58  -0.1774
C 1.39 3.16 6.09  -0.2636
C 1.37 4.59 6.63  -0.1162
C 2.85 4.96 6.64  -0.1894
O 3.58 3.73 6.72  -0.1322
C 2.68 2.64 6.72  -0.1680
H 0.96 -3.80 -6.92  0.0702
H 0.11 -4.50 -5.53  0.0689
H -0.68 -4.44 -7.11  0.0754
H 0.10 -1.99 -5.44  0.1137
H -0.70 -1.93 -7.00  0.1082
H -3.06 -2.12 -7.15  0.1127
H -5.26 -2.32 -6.05  0.0985
H -5.38 -2.92 -3.65  0.1015
H -3.32 -3.34 -2.38  0.1017
H -1.39 -2.49 -1.57  0.1228
H -1.31 -4.25 -1.75  0.1326
H 0.75 -3.95 -0.70  0.1150
H 1.25 -3.69 -2.38  0.1299
H -0.78 -2.72 0.56  0.0805
H 0.69 -2.70 1.55  0.0992
H -0.45 -1.36 1.63  0.0897
H 1.39 0.04 1.30  0.1238
H 1.98 0.26 -0.36  0.1277
H -0.94 0.58 0.41  0.1428
H -0.38 0.38 -2.04  0.0751
H -1.07 1.96 -1.64  0.0829
H 0.68 1.77 -1.90  0.0895
H 0.56 3.05 0.22  0.1431
H 1.19 4.13 2.23  0.1313
H -0.57 4.35 2.35  0.1390
H 1.54 2.07 4.24  0.1277
H 2.36 3.65 4.22  0.1396
H 0.52 2.59 6.42  0.1528
H 0.77 5.26 6.02  0.1153
H 0.97 4.60 7.65  0.1175
H 3.15 5.48 5.73  0.1141
H 3.12 5.59 7.49  0.1152
H 2.50 2.29 7.74  0.1239
H 3.13 1.82 6.15  0.1259


C22H34N3O | ωB97M-V/def2-TZVPD

Summary:
strongest force on any atom = 0.86 eV Å⁻¹
net charge = +1
total energy = -29878.6949 eV
ΔE to the lowest compared entry with this formula, charge and spin = 60.1 kJ/mol
orbital gap = 9.3 eV
highest occupied orbital energy = -0.423 Eh

Each line ends with the Löwdin charge.
Cartesian coordinates (Å):
O 0.09 -1.70 1.91  0.0532
C 0.75 -1.51 0.88  -0.3873
C 2.22 -1.90 0.81  -0.0993
N 2.74 -1.71 -0.53  -0.0767
C 3.99 -0.94 -0.61  -0.1986
C 3.71 0.56 -0.50  -0.1338
C 3.06 1.13 -1.72  -0.2636
C 1.84 1.66 -1.75  -0.0861
C 1.36 2.26 -3.03  -0.2030
C 2.43 3.22 -3.57  -0.1803
C 3.82 2.57 -3.60  -0.1700
C 3.83 1.15 -3.01  -0.1529
N 0.30 -0.97 -0.25  0.1592
C -0.93 -0.50 -0.72  -0.1276
C -0.95 -0.17 -2.08  -0.0075
C -2.08 0.32 -2.70  -0.0454
C -3.24 0.50 -1.96  -0.0481
C -3.25 0.17 -0.62  -0.0110
C -2.11 -0.33 0.01  -0.1377
N -2.21 -0.66 1.43  -0.0693
C -2.29 0.58 2.25  -0.1073
C -2.18 0.30 3.74  -0.1530
C -3.45 -0.30 4.34  -0.1919
C -3.52 -1.83 4.27  -0.1856
C -2.99 -2.45 2.97  -0.1542
C -3.29 -1.64 1.71  -0.0987
H 2.75 -1.27 1.53  0.1396
H 2.30 -2.93 1.17  0.1440
H 2.86 -2.60 -1.00  0.1305
H 4.44 -1.15 -1.58  0.1198
H 4.70 -1.25 0.17  0.1220
H 4.67 1.07 -0.36  0.1270
H 3.10 0.76 0.38  0.1110
H 1.22 1.73 -0.87  0.1069
H 1.20 1.47 -3.78  0.1090
H 0.42 2.79 -2.89  0.1099
H 2.45 4.10 -2.93  0.1115
H 2.14 3.55 -4.57  0.1080
H 4.20 2.52 -4.63  0.1094
H 4.52 3.19 -3.03  0.1119
H 4.86 0.83 -2.86  0.1148
H 3.36 0.47 -3.73  0.1243
H 1.08 -0.92 -0.93  0.1202
H -0.04 -0.31 -2.65  0.1161
H -2.05 0.57 -3.75  0.1184
H -4.13 0.89 -2.43  0.1155
H -4.15 0.30 -0.05  0.1213
H -1.28 -1.14 1.72  0.0918
H -3.22 1.10 2.03  0.1362
H -1.46 1.22 1.93  0.1442
H -1.32 -0.34 3.95  0.1220
H -1.99 1.26 4.22  0.1242
H -3.51 -0.02 5.39  0.1157
H -4.32 0.14 3.85  0.1104
H -2.96 -2.26 5.10  0.1167
H -4.57 -2.12 4.41  0.1150
H -3.44 -3.44 2.86  0.1227
H -1.91 -2.60 3.05  0.1061
H -4.25 -1.13 1.80  0.1363
H -3.33 -2.32 0.85  0.1440


C22H34N4O5 | ωB97M-V/def2-TZVPD

Summary:
strongest force on any atom = 0.55 eV Å⁻¹
net charge = 0
total energy = -39563.5520 eV
ΔE to the lowest compared entry with this formula, charge and spin = 227.5 kJ/mol
orbital gap = 9.0 eV
highest occupied orbital energy = -0.305 Eh

Each line ends with the Löwdin charge.
Cartesian coordinates (Å):
C 0.96 1.66 -3.52  -0.0801
O 2.31 1.69 -3.13  -0.0759
C 2.71 0.84 -2.14  -0.2540
C 1.88 -0.03 -1.46  0.0236
C 2.40 -0.85 -0.46  -0.2083
C 1.47 -1.78 0.26  -0.1229
N 0.48 -1.02 1.02  -0.1011
C 1.06 -0.08 1.96  -0.1592
C 1.83 -0.78 3.09  -0.1456
N 1.05 -1.87 3.61  0.0920
C -0.02 -2.46 3.03  -0.4460
O -0.58 -3.40 3.55  0.0596
C -0.52 -1.82 1.72  -0.2104
C -1.16 -2.92 0.86  -0.0409
C -1.76 -2.34 -0.41  -0.4504
O -1.17 -2.44 -1.47  0.0444
N -2.95 -1.70 -0.33  -0.0824
C -3.72 -1.46 0.87  -0.0377
C -3.38 -0.98 -1.51  -0.1256
C -2.59 0.32 -1.66  -0.1614
N -2.77 1.18 -0.50  -0.1733
C -3.87 2.11 -0.65  -0.1639
C -4.09 2.84 0.68  -0.1957
O -2.92 3.51 1.10  -0.1273
C -1.85 2.61 1.22  -0.1985
C -1.57 1.89 -0.10  -0.1597
C 3.75 -0.80 -0.16  0.0265
C 4.59 0.08 -0.84  -0.2633
O 5.90 0.05 -0.47  -0.0806
C 6.81 0.88 -1.15  -0.0897
C 4.07 0.90 -1.83  0.0561
H 0.66 0.66 -3.88  0.1003
H 0.87 2.37 -4.34  0.0948
H 0.30 1.96 -2.71  0.0766
H 0.83 -0.11 -1.68  0.0963
H 0.92 -2.35 -0.50  0.1119
H 2.03 -2.48 0.89  0.1339
H 1.74 0.58 1.42  0.1240
H 0.25 0.52 2.38  0.1190
H 2.04 -0.07 3.89  0.1228
H 2.79 -1.15 2.71  0.1073
H 1.37 -2.31 4.47  0.1508
H -1.30 -1.12 2.03  0.1497
H -1.90 -3.43 1.47  0.1160
H -0.41 -3.65 0.57  0.1313
H -3.42 -2.12 1.68  0.0847
H -4.77 -1.64 0.65  0.0947
H -3.60 -0.42 1.18  0.0745
H -4.45 -0.78 -1.42  0.1160
H -3.20 -1.60 -2.38  0.1247
H -2.88 0.83 -2.60  0.1271
H -1.54 0.05 -1.73  0.0997
H -4.77 1.57 -0.91  0.1231
H -3.66 2.86 -1.43  0.1302
H -4.86 3.60 0.58  0.1256
H -4.39 2.11 1.45  0.1220
H -0.98 3.20 1.53  0.1268
H -2.08 1.86 2.00  0.1195
H -0.76 1.17 0.05  0.1039
H -1.26 2.64 -0.85  0.1258
H 4.18 -1.43 0.60  0.1198
H 6.85 0.65 -2.22  0.0966
H 6.56 1.94 -1.01  0.0954
H 7.78 0.68 -0.70  0.0924
H 4.68 1.59 -2.39  0.1148


C22H34NO6 | ωB97M-V/def2-TZVPD

Summary:
strongest force on any atom = 0.97 eV Å⁻¹
net charge = -1
total energy = -37140.6975 eV
orbital gap = 5.4 eV
highest occupied orbital energy = -0.120 Eh

Each line ends with the Löwdin charge.
Cartesian coordinates (Å):
C -4.25 -3.17 3.60  -0.0101
C -2.81 -3.32 3.17  -0.5477
O -2.13 -4.26 3.53  0.0566
N -2.32 -2.31 2.37  0.0500
C -1.26 -2.64 1.40  -0.1882
C 0.13 -2.53 2.01  -0.1916
C 1.27 -2.77 1.01  -0.1736
C 1.06 -2.28 -0.43  -0.1428
C 1.39 -0.85 -0.67  -0.1155
C 1.18 0.19 0.14  0.0666
C 1.59 1.55 -0.31  -0.3240
O 2.04 2.37 0.47  0.0815
C 1.44 1.82 -1.77  -0.1446
C 1.01 3.18 -2.26  -0.1373
C -0.21 3.76 -1.53  -0.1794
C 0.10 4.58 -0.26  -0.2141
C -0.70 4.13 0.96  -0.1760
C -0.24 4.78 2.26  -0.1581
O 0.28 3.76 3.13  -0.0227
C 1.48 4.01 3.71  -0.5364
C 2.36 2.80 3.73  0.0182
O 1.78 5.09 4.14  0.0962
C 1.68 0.78 -2.57  0.0708
C 2.05 -0.53 -1.99  -0.3322
O 2.83 -1.29 -2.51  0.1104
H -4.89 -3.69 2.89  0.0855
H -4.38 -3.60 4.58  0.0784
H -4.56 -2.12 3.63  0.0738
H -3.09 -1.82 1.93  0.1215
H -1.37 -1.93 0.58  0.1173
H -1.43 -3.65 1.00  0.1336
H 0.21 -1.56 2.51  0.0982
H 0.20 -3.27 2.81  0.1025
H 2.16 -2.26 1.40  0.1118
H 1.53 -3.83 1.00  0.1078
H 0.04 -2.45 -0.78  0.1126
H 1.69 -2.86 -1.10  0.1092
H 0.73 0.11 1.12  0.1149
H 1.85 3.88 -2.22  0.1221
H 0.74 3.04 -3.30  0.1141
H -0.89 2.94 -1.27  0.1186
H -0.74 4.40 -2.24  0.1042
H -0.12 5.64 -0.44  0.1104
H 1.16 4.51 -0.04  0.0978
H -0.62 3.04 1.07  0.1103
H -1.76 4.34 0.78  0.1137
H -1.07 5.27 2.78  0.1206
H 0.53 5.53 2.09  0.1213
H 1.78 1.88 3.78  0.0851
H 3.05 2.86 4.57  0.0827
H 2.90 2.77 2.78  0.0789
H 1.59 0.85 -3.65  0.1330
C 0.42 -3.07 -5.25  -0.1089
C -0.22 -2.74 -3.88  -0.7299
C -1.49 -3.61 -3.73  -0.1138
O -0.50 -1.43 -3.76  -0.2967
H -0.27 -2.78 -6.05  0.0591
H 1.34 -2.50 -5.36  0.0546
H 0.66 -4.13 -5.36  0.0522
H 0.50 -3.14 -3.12  0.0918
H -2.21 -3.33 -4.51  0.0588
H -1.95 -3.43 -2.75  0.0453
H -1.28 -4.69 -3.82  0.0517


Repeat the third record exactly.
C22H34N4O5 | ωB97M-V/def2-TZVPD

Summary:
strongest force on any atom = 0.55 eV Å⁻¹
net charge = 0
total energy = -39563.5520 eV
ΔE to the lowest compared entry with this formula, charge and spin = 227.5 kJ/mol
orbital gap = 9.0 eV
highest occupied orbital energy = -0.305 Eh

Each line ends with the Löwdin charge.
Cartesian coordinates (Å):
C 0.96 1.66 -3.52  -0.0801
O 2.31 1.69 -3.13  -0.0759
C 2.71 0.84 -2.14  -0.2540
C 1.88 -0.03 -1.46  0.0236
C 2.40 -0.85 -0.46  -0.2083
C 1.47 -1.78 0.26  -0.1229
N 0.48 -1.02 1.02  -0.1011
C 1.06 -0.08 1.96  -0.1592
C 1.83 -0.78 3.09  -0.1456
N 1.05 -1.87 3.61  0.0920
C -0.02 -2.46 3.03  -0.4460
O -0.58 -3.40 3.55  0.0596
C -0.52 -1.82 1.72  -0.2104
C -1.16 -2.92 0.86  -0.0409
C -1.76 -2.34 -0.41  -0.4504
O -1.17 -2.44 -1.47  0.0444
N -2.95 -1.70 -0.33  -0.0824
C -3.72 -1.46 0.87  -0.0377
C -3.38 -0.98 -1.51  -0.1256
C -2.59 0.32 -1.66  -0.1614
N -2.77 1.18 -0.50  -0.1733
C -3.87 2.11 -0.65  -0.1639
C -4.09 2.84 0.68  -0.1957
O -2.92 3.51 1.10  -0.1273
C -1.85 2.61 1.22  -0.1985
C -1.57 1.89 -0.10  -0.1597
C 3.75 -0.80 -0.16  0.0265
C 4.59 0.08 -0.84  -0.2633
O 5.90 0.05 -0.47  -0.0806
C 6.81 0.88 -1.15  -0.0897
C 4.07 0.90 -1.83  0.0561
H 0.66 0.66 -3.88  0.1003
H 0.87 2.37 -4.34  0.0948
H 0.30 1.96 -2.71  0.0766
H 0.83 -0.11 -1.68  0.0963
H 0.92 -2.35 -0.50  0.1119
H 2.03 -2.48 0.89  0.1339
H 1.74 0.58 1.42  0.1240
H 0.25 0.52 2.38  0.1190
H 2.04 -0.07 3.89  0.1228
H 2.79 -1.15 2.71  0.1073
H 1.37 -2.31 4.47  0.1508
H -1.30 -1.12 2.03  0.1497
H -1.90 -3.43 1.47  0.1160
H -0.41 -3.65 0.57  0.1313
H -3.42 -2.12 1.68  0.0847
H -4.77 -1.64 0.65  0.0947
H -3.60 -0.42 1.18  0.0745
H -4.45 -0.78 -1.42  0.1160
H -3.20 -1.60 -2.38  0.1247
H -2.88 0.83 -2.60  0.1271
H -1.54 0.05 -1.73  0.0997
H -4.77 1.57 -0.91  0.1231
H -3.66 2.86 -1.43  0.1302
H -4.86 3.60 0.58  0.1256
H -4.39 2.11 1.45  0.1220
H -0.98 3.20 1.53  0.1268
H -2.08 1.86 2.00  0.1195
H -0.76 1.17 0.05  0.1039
H -1.26 2.64 -0.85  0.1258
H 4.18 -1.43 0.60  0.1198
H 6.85 0.65 -2.22  0.0966
H 6.56 1.94 -1.01  0.0954
H 7.78 0.68 -0.70  0.0924
H 4.68 1.59 -2.39  0.1148


Q: What is the formula in the fourth record?
A: C22H34NO6


Q: What is the total energy in the first record?
A: -36583.6651 eV


Q: Look up the net charge of the fourth one.
A: -1